Here is C9H13INO2 as an isolated structure at a distorted geometry from the OMol25 dataset. Energies are from ωB97M-V/def2-TZVPD.

The value obtained for the energy above the lowest of the compared OMol25 structures with the same formula, charge and spin is 0.00 kJ/mol. The value obtained for the highest occupied orbital energy is -12.6 eV. Its orbital gap is 8.50 eV.

Geometry as ORCA input:
```
! RIJCOSX wB97M-V def2-TZVPD def2/J DEFGRID3
* xyz 1 1
C -2.34 2.70 0.10
C -1.02 2.96 0.48
C -2.67 1.42 -0.32
C -0.10 1.93 0.46
C -1.71 0.44 -0.31
C 0.10 -1.26 1.42
C 2.16 -2.00 -1.22
C 0.49 -0.35 0.26
C 0.73 -1.58 -1.29
N -0.46 0.69 0.09
O -0.02 -0.42 2.55
O 2.97 -0.85 -1.23
I 0.28 -0.43 -3.03
H -3.08 3.49 0.13
H -0.72 3.94 0.81
H -3.67 1.19 -0.64
H 0.92 2.09 0.76
H -1.94 -0.58 -0.60
H -0.85 -1.76 1.22
H 0.88 -2.01 1.56
H 2.37 -2.65 -2.08
H 2.33 -2.60 -0.31
H 1.49 0.04 0.35
H 0.00 -2.37 -1.14
H -0.03 -0.94 3.36
H 3.88 -1.10 -1.40
*
```

Here is an isolated ion of composition C9H12ClN5 and charge +2 at a distorted geometry from the OMol25 dataset. Energies are from ωB97M-V/def2-TZVPD.

The value obtained for the energy above the lowest of the compared OMol25 structures with the same formula, charge and spin is 0.00 kJ/mol. The value obtained for the highest occupied orbital energy is -15.9 eV. Its orbital gap is 7.19 eV. The SMILES is [H]/N=C(/C#[NH+])CN/[N+](C)=c1/cccc(Cl)[nH]1.

Geometry as ORCA input:
```
! RIJCOSX wB97M-V def2-TZVPD def2/J DEFGRID3
* xyz 2 1
H -0.06 -2.99 -0.52
N 0.57 -2.74 0.30
C 1.59 -2.02 0.14
C 2.54 -1.81 1.21
N 3.29 -1.53 2.02
C 1.96 -1.10 -1.04
N 0.79 -0.47 -1.42
N 0.46 0.62 -0.53
C 1.17 1.85 -0.62
C -0.81 0.70 -0.04
C -1.21 1.58 0.96
C -2.50 1.57 1.43
C -3.44 0.60 0.99
C -3.08 -0.15 -0.10
Cl -4.04 -1.29 -0.80
N -1.77 -0.08 -0.58
H 4.14 -1.43 2.62
H 2.80 -0.30 -0.82
H 2.35 -1.86 -1.76
H 0.68 -0.20 -2.41
H 2.07 1.51 -1.23
H 0.62 2.45 -1.35
H 1.35 2.46 0.20
H -0.66 2.54 1.02
H -2.95 2.46 2.06
H -4.40 0.38 1.58
H -1.46 -0.75 -1.32
*
```

Here is C8H12BN4O2 as an isolated structure at a distorted geometry from the OMol25 dataset. Energies are from ωB97M-V/def2-TZVPD.

The value obtained for the energy above the lowest of the compared OMol25 structures with the same formula, charge and spin is 0.00 kJ/mol. The value obtained for the highest occupied orbital energy is -10.5 eV. Its orbital gap is 7.59 eV.

Geometry as ORCA input:
```
! RIJCOSX wB97M-V def2-TZVPD def2/J DEFGRID3
* xyz 1 1
B 1.67 -2.04 -2.32
C 2.44 -0.26 0.75
C 2.74 -0.69 -0.49
C 0.84 -1.68 0.06
C -1.21 3.18 1.87
C -1.37 3.63 0.60
C -0.71 1.91 2.28
C 0.03 -0.13 1.13
C -0.30 -2.60 0.10
N 1.21 -0.82 1.06
N -0.12 1.01 1.59
N 1.69 -1.51 -0.91
N -1.01 2.98 -0.53
O 0.58 -2.73 -2.66
O 2.74 -1.70 -3.04
H 2.93 0.41 1.42
H 3.56 -0.49 -1.14
H -1.53 3.82 2.67
H -1.80 4.61 0.45
H -0.81 1.68 3.33
H -1.02 -2.36 -0.68
H 0.06 -3.61 -0.11
H -0.79 -2.57 1.07
H -0.77 2.01 -0.45
H -1.39 3.29 -1.41
H 0.50 -3.09 -3.55
H 2.82 -1.96 -3.96
*
```

Here is the molecule C20H20N4O3S at a distorted geometry from the OMol25 dataset. Energies are from ωB97M-V/def2-TZVPD.

The value obtained for the energy above the lowest of the compared OMol25 structures with the same formula, charge and spin is 148.05 kJ/mol. The value obtained for the highest occupied orbital energy is -8.1 eV. Its orbital gap is 8.19 eV. The SMILES is COc1cccc(NC(=O)Cc2nnc(SCC(=O)c3ccccc3)n2C)c1.

Geometry as ORCA input:
```
! RIJCOSX wB97M-V def2-TZVPD def2/J DEFGRID3
* xyz 0 1
C -2.53 -2.87 -3.24
O -2.55 -2.11 -4.42
C -2.24 -0.79 -4.36
C -2.30 -0.09 -5.56
C -2.01 1.26 -5.59
C -1.66 1.94 -4.44
C -1.61 1.25 -3.23
N -1.28 1.85 -2.02
C -0.88 3.12 -1.78
O -0.74 4.01 -2.59
C -0.63 3.37 -0.28
C 0.26 2.33 0.29
N -0.05 1.06 0.39
N 1.01 0.40 0.89
C 1.95 1.28 1.09
S 3.52 0.95 1.74
C 3.13 -0.70 2.40
C 2.04 -0.59 3.46
O 1.71 0.48 3.92
C 1.40 -1.86 3.86
C 1.95 -3.11 3.59
C 1.31 -4.26 4.01
C 0.11 -4.17 4.69
C -0.45 -2.93 4.97
C 0.20 -1.78 4.56
N 1.54 2.53 0.73
C 2.28 3.75 0.79
C -1.90 -0.12 -3.19
H -2.80 -3.88 -3.53
H -1.53 -2.88 -2.78
H -3.25 -2.49 -2.51
H -2.57 -0.63 -6.46
H -2.05 1.79 -6.53
H -1.44 2.99 -4.46
H -1.24 1.22 -1.22
H -0.20 4.36 -0.16
H -1.60 3.33 0.22
H 4.05 -1.08 2.84
H 2.81 -1.33 1.57
H 2.89 -3.20 3.06
H 1.74 -5.22 3.80
H -0.40 -5.07 5.01
H -1.38 -2.87 5.51
H -0.21 -0.81 4.77
H 1.76 4.48 1.42
H 3.26 3.55 1.21
H 2.40 4.17 -0.21
H -1.84 -0.63 -2.24
*
```

Here is a 15-piece molecular cluster, C49H134N8O15 overall at a distorted geometry from the OMol25 dataset. Energies are from ωB97M-V/def2-TZVPD.

The value obtained for the highest occupied orbital energy is -8.9 eV. Its orbital gap is 9.42 eV.

Geometry as ORCA input:
```
! RIJCOSX wB97M-V def2-TZVPD def2/J DEFGRID3
* xyz 0 1
C 5.79 -5.97 20.26
C 5.39 -6.26 21.71
C 4.61 -7.57 21.70
O 4.17 -7.92 23.06
C 3.10 -7.12 23.55
N 6.63 -6.28 22.53
H 6.42 -5.08 20.23
H 4.92 -5.88 19.59
H 6.35 -6.86 19.92
H 4.78 -5.38 22.15
H 5.26 -8.35 21.34
H 3.76 -7.55 21.09
H 2.33 -7.00 22.82
H 3.50 -6.17 23.92
H 2.68 -7.75 24.33
H 7.24 -6.95 22.12
H 6.56 -6.58 23.48
C 12.17 -3.12 26.66
C 12.51 -1.93 27.47
C 12.34 -2.24 28.93
O 12.80 -1.08 29.71
C 11.91 0.00 29.61
N 13.93 -1.56 27.19
H 12.00 -2.89 25.60
H 11.19 -3.44 27.04
H 12.83 -3.99 26.57
H 11.82 -1.08 27.24
H 13.03 -3.03 29.23
H 11.30 -2.50 29.25
H 11.97 0.42 28.58
H 12.26 0.86 30.18
H 10.85 -0.25 29.79
H 14.02 -1.36 26.22
H 14.19 -0.70 27.73
C 8.15 -5.29 27.71
C 8.56 -6.45 26.83
C 9.33 -7.55 27.53
O 10.47 -6.97 28.16
C 11.52 -7.91 28.28
N 7.40 -6.99 26.08
H 9.03 -5.03 28.29
H 7.30 -5.56 28.38
H 7.89 -4.42 27.13
H 9.25 -6.08 26.07
H 9.39 -8.41 26.80
H 8.72 -7.94 28.39
H 12.38 -7.40 28.81
H 11.83 -8.10 27.22
H 11.27 -8.77 28.86
H 7.78 -7.77 25.48
H 6.77 -7.53 26.68
C 16.56 -5.27 17.59
C 16.40 -4.35 18.82
C 15.71 -5.18 19.88
O 14.55 -5.86 19.42
C 13.99 -6.66 20.46
N 17.61 -3.75 19.43
H 15.62 -5.59 17.25
H 17.07 -6.14 17.94
H 17.15 -4.91 16.76
H 15.74 -3.48 18.65
H 15.40 -4.58 20.77
H 16.46 -5.94 20.32
H 13.03 -6.96 20.06
H 13.93 -6.11 21.45
H 14.64 -7.46 20.49
H 17.86 -2.87 19.06
H 18.42 -4.35 19.35
C 11.13 -5.95 24.44
C 10.88 -7.09 23.49
C 12.12 -7.98 23.52
O 11.87 -9.04 22.58
C 12.94 -9.97 22.63
N 9.70 -7.82 23.76
H 11.41 -6.34 25.44
H 10.29 -5.30 24.60
H 11.89 -5.35 23.95
H 10.86 -6.67 22.47
H 12.27 -8.48 24.51
H 13.05 -7.46 23.21
H 13.90 -9.46 22.88
H 12.99 -10.61 21.73
H 12.74 -10.69 23.44
H 8.92 -7.20 23.68
H 9.59 -8.54 23.08
C 8.23 -12.43 20.78
C 8.95 -11.13 20.84
C 7.97 -10.03 20.70
O 8.35 -8.71 21.11
C 9.34 -8.08 20.30
N 9.76 -11.05 22.02
H 8.86 -13.32 20.81
H 7.66 -12.40 19.82
H 7.45 -12.43 21.56
H 9.60 -11.25 19.99
H 7.14 -10.31 21.29
H 7.61 -9.91 19.67
H 9.41 -7.04 20.56
H 9.17 -8.21 19.27
H 10.33 -8.47 20.45
H 9.19 -10.73 22.83
H 10.32 -10.19 21.96
C 11.83 -3.77 21.19
O 11.91 -3.93 22.40
N 12.75 -3.17 20.45
N 10.71 -4.07 20.47
H 13.61 -2.93 20.94
H 12.79 -3.37 19.47
H 9.86 -4.26 21.05
H 10.59 -3.53 19.62
C 16.26 -12.30 25.60
C 15.94 -10.89 25.20
C 15.34 -10.09 26.31
O 17.17 -10.20 24.78
H 16.86 -12.91 24.92
H 15.31 -12.88 25.71
H 16.78 -12.34 26.56
H 15.36 -11.02 24.31
H 15.39 -9.02 26.03
H 15.93 -10.25 27.22
H 14.35 -10.38 26.52
H 17.00 -9.25 24.80
C 14.71 -6.47 26.13
C 15.49 -5.96 24.95
C 16.89 -5.55 25.40
O 15.56 -7.01 24.00
H 15.17 -7.40 26.48
H 13.71 -6.68 25.85
H 14.66 -5.63 26.88
H 15.00 -5.07 24.55
H 17.50 -5.01 24.66
H 17.39 -6.49 25.73
H 16.82 -4.87 26.25
H 15.82 -6.77 23.11
C 16.19 -9.94 21.28
C 17.36 -9.04 20.92
C 17.32 -8.82 19.39
O 17.27 -7.83 21.66
H 15.26 -9.40 21.01
H 16.09 -10.20 22.33
H 16.26 -10.88 20.78
H 18.34 -9.45 21.19
H 18.02 -8.10 18.92
H 16.29 -8.56 19.07
H 17.55 -9.85 18.97
H 17.53 -7.91 22.56
C 8.78 -3.20 24.37
C 8.08 -2.99 23.03
C 8.51 -1.78 22.21
O 8.34 -4.11 22.24
H 8.47 -4.13 24.80
H 8.43 -2.39 25.06
H 9.90 -3.15 24.21
H 7.02 -3.05 23.29
H 9.63 -1.61 22.22
H 8.02 -0.84 22.44
H 8.27 -1.95 21.17
H 7.72 -4.86 22.44
C 12.43 -12.37 27.34
C 11.77 -12.38 25.97
C 11.04 -11.12 25.58
O 12.84 -12.56 25.08
H 13.13 -11.51 27.42
H 13.05 -13.27 27.43
H 11.73 -12.22 28.19
H 11.04 -13.18 25.88
H 10.14 -10.93 26.23
H 10.74 -11.27 24.52
H 11.77 -10.32 25.68
H 12.57 -12.80 24.18
C 12.73 -12.86 20.53
C 12.19 -13.80 21.62
C 13.22 -14.83 22.08
O 11.63 -13.17 22.74
H 12.85 -13.35 19.51
H 13.68 -12.44 20.85
H 12.05 -11.93 20.50
H 11.33 -14.42 21.25
H 14.04 -14.32 22.60
H 13.56 -15.37 21.19
H 12.78 -15.58 22.75
H 11.03 -12.40 22.46
C 18.07 -1.33 23.04
C 16.82 -2.28 23.30
C 15.53 -1.71 22.71
O 17.04 -3.60 22.75
H 18.00 -0.61 23.80
H 17.98 -0.85 22.04
H 18.97 -1.93 22.94
H 16.62 -2.42 24.41
H 15.34 -0.69 23.00
H 14.63 -2.42 22.89
H 15.65 -1.72 21.63
H 17.16 -3.47 21.78
C 4.17 -11.23 24.69
C 5.45 -10.65 25.25
C 6.67 -10.93 24.30
O 5.33 -9.20 25.43
H 3.99 -11.02 23.61
H 3.36 -10.83 25.21
H 4.20 -12.32 24.88
H 5.57 -11.06 26.23
H 6.38 -10.51 23.30
H 6.86 -12.00 24.21
H 7.60 -10.40 24.60
H 5.15 -8.84 24.56
*
```

Here is C19H18BF4N10O2ReS as an isolated structure from the OMol25 dataset. Energies are from ωB97M-V/def2-TZVPD.

The value obtained for the energy above the lowest of the compared OMol25 structures with the same formula, charge and spin is 0.00 kJ/mol. The value obtained for the highest occupied orbital energy (spin up / spin down) is -11.0 / -11.7 eV. Its orbital gap (spin up / spin down) is 7.17 / 7.27 eV.

Geometry as ORCA input:
```
! RIJCOSX wB97M-V def2-TZVPD def2/J DEFGRID3
* xyz 1 4
Re -0.34 -0.01 -0.71
O 1.39 0.98 -0.43
N 1.45 1.85 0.56
N 0.45 1.83 1.30
O -0.54 0.97 1.10
C 0.32 2.75 2.41
C 1.31 3.69 2.63
C 1.16 4.56 3.69
C 0.04 4.48 4.51
C -0.94 3.53 4.27
C -0.81 2.65 3.20
H 2.17 3.75 1.97
H 1.91 5.31 3.88
H -0.07 5.17 5.34
H -1.82 3.47 4.90
H -1.56 1.91 2.99
N -3.59 0.20 -1.74
C -3.37 -0.91 -1.06
N -4.38 -1.76 -0.89
C -4.12 -2.88 -0.23
N -5.11 -3.74 -0.03
N -2.90 -3.23 0.26
C -1.97 -2.35 0.06
N -2.11 -1.16 -0.58
C -0.59 -2.65 0.54
C -0.28 -3.82 1.20
C 1.03 -4.02 1.62
C 1.98 -3.05 1.35
C 1.60 -1.91 0.67
N 0.33 -1.71 0.28
H -4.53 0.36 -2.07
H -2.89 0.92 -1.85
H -6.03 -3.53 -0.37
H -4.93 -4.59 0.47
H -1.07 -4.54 1.38
H 1.30 -4.92 2.15
H 3.01 -3.17 1.65
H 2.30 -1.12 0.41
C 1.95 -5.36 -1.71
C 2.20 -4.00 -2.29
C 3.42 -3.67 -2.87
C 3.56 -2.40 -3.38
N 2.57 -1.51 -3.35
C 1.45 -1.92 -2.79
S 0.10 -0.74 -2.87
N 1.21 -3.11 -2.24
H 2.09 -6.13 -2.48
H 0.93 -5.43 -1.34
H 2.65 -5.58 -0.90
H 4.23 -4.39 -2.92
H 4.48 -2.08 -3.85
F -0.91 3.83 -0.40
B -0.81 3.52 -1.70
F -1.83 3.78 -2.50
F 0.41 3.36 -2.20
F -1.24 1.58 -1.46
*
```

Here is a 2-piece molecular cluster, C5H14NO2 overall from the OMol25 dataset. Energies are from ωB97M-V/def2-TZVPD.

The value obtained for the energy above the lowest of the compared OMol25 structures with the same formula, charge and spin is 16.22 kJ/mol. The value obtained for the highest occupied orbital energy is -4.0 eV. Its orbital gap is 8.15 eV.

Geometry as ORCA input:
```
! RIJCOSX wB97M-V def2-TZVPD def2/J DEFGRID3
* xyz -1 1
C 1.09 -0.60 1.61
O 2.00 -0.29 0.61
C -0.23 0.16 1.48
C -1.33 -0.59 0.71
C -0.86 -1.22 -0.60
C -0.25 -0.23 -1.61
N -0.90 1.09 -1.62
H 0.89 -1.69 1.66
H 1.50 -0.42 2.64
H -0.62 0.38 2.48
H -0.04 1.12 1.01
H -1.83 -1.29 1.36
H -2.08 0.13 0.40
H -1.69 -1.76 -1.06
H -0.13 -2.02 -0.46
H 0.82 -0.13 -1.47
H -0.43 -0.67 -2.59
H -0.84 1.47 -2.56
H -0.43 1.71 -0.96
H 1.81 0.71 0.24
H 2.00 2.12 -1.07
O 1.57 2.03 -0.20
*
```

Here is C7H10O4Pb as an isolated structure at a distorted geometry from the OMol25 dataset. Energies are from ωB97M-V/def2-TZVPD.

The value obtained for the highest occupied orbital energy is -17.8 eV. Its orbital gap is 6.88 eV.

Geometry as ORCA input:
```
! RIJCOSX wB97M-V def2-TZVPD def2/J DEFGRID3
* xyz 2 1
O -1.99 -5.44 -1.18
C -2.19 -4.32 -1.12
Pb -1.99 0.67 -0.89
C -3.51 0.23 1.15
C -3.20 1.00 -3.15
O -3.88 0.45 2.21
O -3.23 1.42 -4.25
C 2.75 -0.42 -0.47
C 1.29 -0.77 -0.14
O 0.37 0.28 -0.23
C 0.65 1.50 0.44
C 0.47 1.32 1.94
H 2.78 0.01 -1.46
H 3.38 -1.30 -0.46
H 3.13 0.30 0.23
H 0.94 -1.61 -0.79
H 1.25 -1.25 0.88
H 1.64 1.86 0.13
H -0.08 2.17 0.08
H 1.30 0.68 2.38
H 0.60 2.32 2.40
H -0.49 0.91 2.29
*
```

| no. | calculated total energy (eV) |
| --- | --- |
| 1 | -23221.8056 |
| 2 | -29480.0835 |
| 3 | -19216.9729 |
| 4 | -44002.8429 |
| 5 | -95616.3851 |
| 6 | -63504.0671 |
| 7 | -10997.4376 |
| 8 | -20838.1935 |